A molecular structure, C6H6NO2P2 in a non-equilibrium geometry. Source: the Open Molecules 2025 dataset; level of theory: ωB97M-V/def2-TZVPD.

Properties
* largest force on an atom: 5.04 eV/Å
* electronic energy: -1120.13353 hartree
* HOMO level: -3.85 eV
* M: 186.07 g mol⁻¹

ORCA input file:
```
! RIJCOSX wB97M-V def2-TZVPD def2/J DEFGRID3
* xyz -1 1
C -0.32683 1.34506 -0.05591
C 0.89828 1.94155 0.00630
C -0.49782 -0.06951 -0.27363
C 2.21990 1.45582 0.12607
C 0.47921 -0.81181 -1.07876
C -1.89559 -0.51539 -0.39366
N 0.15974 -2.49087 1.23728
O 3.36122 1.93258 0.24037
O 0.06051 -1.63224 -1.86415
P 0.68093 -0.95812 1.23088
P 2.17124 -0.77930 -0.43210
H -1.14890 2.10985 0.10086
H 0.90611 3.08572 0.35438
H -2.29072 -0.74657 -1.46147
H -2.58570 0.19314 0.02995
H -1.87090 -1.43170 0.12081
H -0.32069 -2.62822 2.11277
*
```

Listed below, in e, are the Mulliken charges computed for each atom: C -0.12; C -0.57; C 1.02; C 0.20; C 0.35; C -1.36; N -0.71; O -0.59; O -0.56; P 0.03; P -0.17; H 0.15; H 0.12; H 0.20; H 0.39; H 0.40; H 0.22

=====

A gas-phase ion, C6H6NO2S (charge -1) in a non-equilibrium geometry. Source: the Open Molecules 2025 dataset; level of theory: ωB97M-V/def2-TZVPD.

Properties
* largest force on an atom: 3.94 eV/Å
* electronic energy: -835.52618 hartree
* HOMO level (alpha / beta): -1.82 / -3.04 eV
* M: 156.19 g mol⁻¹

ORCA input file:
```
! RIJCOSX wB97M-V def2-TZVPD def2/J DEFGRID3
* xyz -1 3
C 0.41413 0.01208 -0.58187
C -0.16290 -1.32450 -1.54249
C 1.67013 -0.65886 -0.58694
C 1.12847 -1.86299 -1.32446
C -1.66787 0.58538 0.29216
C 0.36198 1.28024 1.45982
N -0.18649 0.96818 0.18266
O 2.79548 -0.30407 -0.12148
O 1.49819 -2.99291 -1.54793
S -1.54595 -1.39474 -2.40301
H -2.23525 1.41321 0.60231
H -1.91003 0.26677 -0.66903
H -1.89330 -0.17838 1.06293
H -0.31954 1.79764 2.02636
H 0.89336 0.44438 1.93332
H 1.15958 1.94858 1.21765
*
```

Listed below, in e, are the Mulliken charges computed for each atom: C 0.40; C -0.23; C 0.21; C 0.63; C -1.02; C -1.05; N -0.07; O -0.77; O -0.72; S -0.42; H 0.36; H 0.28; H 0.32; H 0.42; H 0.30; H 0.35

=====

A gas-phase ion, C6H6NO3 (charge -1) in a non-equilibrium geometry. Source: the Open Molecules 2025 dataset; level of theory: ωB97M-V/def2-TZVPD.

Properties
* largest force on an atom: 4.67 eV/Å
* electronic energy: -512.64386 hartree
* SMILES: C=C1NOC(C(C)=O)=C1[O-]
* HOMO level: -2.75 eV
* M: 140.12 g mol⁻¹

ORCA input file:
```
! RIJCOSX wB97M-V def2-TZVPD def2/J DEFGRID3
* xyz -1 1
C -0.70790 2.79514 1.29963
C -0.52930 1.52348 0.89842
N -1.39138 0.45034 1.05862
O -0.89171 -0.67563 0.36076
C 0.39304 -0.28896 -0.14646
C 1.04413 -1.25714 -0.96919
C 0.42323 -2.65964 -1.23087
O 2.14319 -1.05149 -1.43278
C 0.69243 1.03395 0.24015
O 1.64053 1.78864 0.06356
H -1.58004 3.13065 1.63058
H 0.10732 3.55474 1.10100
H -2.34007 0.47243 0.82000
H -0.53406 -2.55298 -1.50095
H 0.48130 -3.10689 -0.31147
H 1.04929 -3.15665 -1.88100
*
```

Listed below, in e, are the Mulliken charges computed for each atom: C -1.18; C 0.26; N -0.27; O -0.43; C 0.25; C 0.39; C -1.55; O -0.67; C 0.86; O -0.79; H 0.44; H 0.25; H 0.23; H 0.41; H 0.35; H 0.42

=====

A gas-phase ion, C6H6NO3S (charge -1). Source: the Open Molecules 2025 dataset; level of theory: ωB97M-V/def2-TZVPD.

Properties
* largest force on an atom: 0.86 eV/Å
* electronic energy: -910.99059 hartree
* SMILES: Nc1ccc(S(=O)(=O)[O-])cc1
* HOMO level: -4.84 eV
* M: 172.19 g mol⁻¹

ORCA input file:
```
! RIJCOSX wB97M-V def2-TZVPD def2/J DEFGRID3
* xyz -1 1
N -3.07190 0.00000 -0.04302
C -1.66797 0.00000 -0.02432
C -0.96493 1.20245 -0.04700
C 0.41853 1.19499 -0.08659
C 1.10433 0.00000 -0.10778
S 2.91195 0.00000 -0.02013
O 3.33195 1.22734 -0.69304
O 3.33196 -1.22724 -0.69320
O 3.16120 -0.00010 1.42251
C 0.41853 -1.19498 -0.08659
C -0.96493 -1.20245 -0.04700
H -3.48037 -0.83839 0.34546
H -3.48037 0.83838 0.34546
H -1.51479 2.13590 -0.02839
H 0.99080 2.10953 -0.10399
H 0.99081 -2.10952 -0.10400
H -1.51479 -2.13590 -0.02839
*
```

Listed below, in e, are the Mulliken charges computed for each atom: N -0.60; C 1.02; C -0.52; C -0.54; C -0.20; S 1.23; O -0.71; O -0.71; O -0.68; C -0.54; C -0.52; H 0.23; H 0.23; H 0.24; H 0.41; H 0.41; H 0.24